Record 1
A structure of composition C38H32Cl2F5HgN8O5S4, computed with wB97M-V/def2-TZVPD.

**ΔE to the lowest compared entry with this formula, charge and spin**: 52.6 kcal per mole
**Total charge**: -2
**HOMO level (alpha / beta)**: 0.7 / -2.1 eV
**Maximum force**: 0.7 eV/Å
**Calculated total energy**: -148232.9253 eV
**2S+1**: 2
**⟨S²⟩**: 0.76

Each line ends with the Löwdin spin population.
Positions of all 95 atoms, in Å:
Hg1 -0.6452 0.2843 1.0675  0.002
O1 -5.3131 -2.7773 1.5393  0.005
C1 -5.0371 -2.4389 2.8088  0.013
C2 -5.9726 -2.7555 3.7939  0.000
C3 -5.7420 -2.4315 5.1211  0.019
C4 -4.5700 -1.7808 5.4860  -0.001
C5 -3.6379 -1.4648 4.5099  0.017
C6 -3.8424 -1.7815 3.1695  0.003
C7 -2.7887 -1.4145 2.1860  0.066
O2 -1.6717 -0.9845 2.6336  0.043
N1 -3.1138 -1.5745 0.9227  -0.026
N2 -2.1963 -1.1655 -0.0117  0.240
C8 -2.4050 -1.7289 -1.2082  0.272
S1 -3.7551 -2.8228 -1.5326  0.110
C9 -2.7985 -3.6070 -2.8705  0.043
C10 -2.2073 -2.5137 -3.7468  0.019
S2 -1.7926 -1.0386 -2.7281  0.117
H1 -4.5590 -2.3940 0.9854  0.001
H2 -6.8848 -3.2510 3.4864  -0.001
H3 -6.4820 -2.6898 5.8704  0.002
H4 -4.3865 -1.5207 6.5212  -0.001
H5 -2.7167 -0.9546 4.7562  0.001
H6 -3.4774 -4.2425 -3.4417  0.005
H7 -2.0176 -4.2158 -2.4143  0.004
H8 -2.9337 -2.1824 -4.4884  0.005
H9 -1.2962 -2.8384 -4.2514  0.001
Cl1 0.3944 -2.6410 0.9095  0.006
C11 1.8700 -2.5412 1.8108  0.000
C12 2.5318 -3.7327 2.0511  0.000
C13 3.6992 -3.7485 2.7951  0.000
C14 4.1907 -2.5521 3.2903  0.000
C15 3.5262 -1.3711 3.0226  0.000
Cl2 4.2430 0.0869 3.6514  0.000
C16 2.3342 -1.2956 2.2727  0.000
S3 1.6548 0.2745 1.9621  -0.001
H10 2.1216 -4.6481 1.6481  0.000
H11 4.2153 -4.6784 2.9931  0.000
H12 5.0911 -2.5256 3.8879  0.000
O3 1.8587 0.8051 -3.5910  0.000
S4 1.6153 -0.3054 -2.6038  0.002
C17 1.6657 -1.8022 -3.6002  0.000
C18 2.0386 -1.7081 -4.9299  0.001
C19 1.9934 -2.8398 -5.7331  0.001
C20 1.5692 -4.0522 -5.2068  0.002
C21 1.1835 -4.1330 -3.8722  0.001
C22 1.2169 -3.0055 -3.0687  0.001
C23 3.1964 -0.4926 -1.7505  0.000
C24 3.9428 -1.6599 -1.6714  0.000
C25 5.1162 -1.6681 -0.9324  0.000
C26 5.5395 -0.5184 -0.2815  0.000
C27 4.7873 0.6433 -0.3634  0.000
C28 3.6037 0.6540 -1.0824  0.000
H13 2.3575 -0.7482 -5.3138  0.000
H14 2.2855 -2.7730 -6.7740  0.000
H15 1.5284 -4.9325 -5.8368  0.000
H16 0.8369 -5.0734 -3.4629  0.001
H17 0.8949 -3.0511 -2.0386  0.001
H18 3.6250 -2.5578 -2.1814  0.000
H19 5.6903 -2.5820 -0.8467  0.000
H20 6.4439 -0.5360 0.3130  0.000
H21 5.0915 1.5319 0.1719  0.000
H22 2.9852 1.5413 -1.1124  0.000
C29 -1.5166 2.1414 -4.6306  0.008
N3 -0.6477 2.1596 -3.4776  0.001
C30 -1.0996 1.9099 -2.2164  0.001
N4 -2.4512 2.0415 -1.9937  0.001
O4 -0.3120 1.6506 -1.3167  0.000
H23 -0.9087 2.2777 -5.5231  0.000
H24 -2.2401 2.9591 -4.5838  0.000
H25 -2.0608 1.1948 -4.7266  0.007
H26 0.3101 1.8222 -3.5996  0.000
H27 -3.0573 1.7451 -2.7426  0.002
H28 -2.7191 1.6662 -1.0923  0.000
N5 -2.1494 6.4473 -0.1884  0.000
C31 -1.6435 5.2143 0.1535  0.000
N6 -0.3960 4.9371 -0.1986  0.000
N7 -2.4784 4.4162 0.7735  0.000
C32 -2.2617 3.1450 0.9853  0.001
N8 -2.3291 2.0099 1.2196  0.002
H29 -1.5006 7.2152 -0.2173  0.000
H30 -3.0440 6.6427 0.2299  0.000
H31 0.1735 5.6405 -0.6351  0.000
H32 0.0859 4.1565 0.2872  0.000
F1 2.2279 6.0807 5.4934  0.000
C33 1.8616 5.2752 4.4639  0.000
C34 0.9387 4.2553 4.6524  0.000
F2 0.4124 4.0749 5.8837  0.000
C35 0.5517 3.4439 3.6075  0.000
F3 -0.3569 2.4839 3.8489  0.000
C36 1.0547 3.5903 2.2860  0.000
O5 0.7067 2.8483 1.3159  0.001
C37 1.9830 4.6538 2.1510  0.000
F4 2.5112 4.9045 0.9216  0.000
C38 2.3800 5.4634 3.1963  0.000
F5 3.2801 6.4546 2.9828  0.000

=====

Record 2
A cluster of 2 separate species, C3H3N2O3 in total in a non-equilibrium geometry, computed with wB97M-V/def2-TZVPD.

**ΔE to the lowest compared entry with this formula, charge and spin**: 128.3 kcal per mole
**Total charge**: -1
**HOMO level (alpha / beta)**: -3.3 / -4.3 eV
**Maximum force**: 4.4 eV/Å
**Calculated total energy**: -12278.6018 eV

Each line ends with the Löwdin charge.
Positions of all 11 atoms, in Å:
C1 0.7697 -1.4382 0.1335  -0.243
C2 1.4629 -0.4598 0.6870  0.090
C3 2.8073 -0.0592 1.3749  -0.799
N1 -0.2447 1.9737 -0.2744  -0.116
N2 0.2280 1.5972 0.7559  0.011
O1 3.2190 1.0878 1.3298  -0.045
O2 3.2745 -1.1172 1.8235  -0.046
O3 -0.4146 -1.1840 -0.4791  -0.034
H1 1.0385 -2.5095 -0.0690  0.123
H2 -0.5560 3.1195 -0.2681  0.082
H3 -0.4364 -0.3246 -0.7334  -0.022

=====

Record 3
A structure of composition C21H24O5S3SbTa, computed with wB97M-V/def2-TZVPD.

**ΔE to the lowest compared entry with this formula, charge and spin**: 0.0 kcal per mole
**Total charge**: +2
**HOMO level**: -14.2 eV
**Maximum force**: 0.8 eV/Å
**Calculated total energy**: -72983.3426 eV

Each line ends with the Löwdin charge.
Positions of all 55 atoms, in Å:
Ta1 0.4936 -1.0077 1.0812  1.634
O1 2.0430 -4.5376 1.7332  0.289
C1 1.4168 -3.5665 1.8322  -0.358
O2 1.0933 -2.7205 0.7031  -0.210
C2 0.8421 -2.9179 3.1472  -0.453
O3 0.8063 -3.4791 4.1737  0.264
O4 0.4405 -1.6394 2.8922  -0.249
O5 0.8950 0.3739 -0.1044  -0.408
C3 2.1617 1.1000 -0.5426  -0.482
C4 2.4228 0.7136 -1.9570  -0.479
C5 2.7883 -0.5220 -2.4255  -0.115
C6 2.9306 -0.5503 -3.8319  -0.146
C7 2.6699 0.6650 -4.3948  -0.364
S1 2.2205 1.8336 -3.2437  1.126
C8 3.1691 0.5259 0.4252  -0.466
C9 4.4068 0.0191 0.3089  -0.038
C10 4.8756 -0.6080 1.5282  -0.092
C11 3.9799 -0.6062 2.5324  -0.295
S2 2.5735 0.3138 2.0573  1.058
C12 1.9278 2.5628 -0.3255  -0.546
C13 0.8168 3.2801 -0.6668  -0.135
C14 0.9545 4.6624 -0.3784  -0.147
C15 2.1666 4.9559 0.1678  -0.362
S3 3.1571 3.5755 0.3164  1.102
H1 2.9629 -1.3804 -1.7890  0.119
H2 3.2332 -1.4192 -4.3965  0.117
H3 2.7240 0.9322 -5.4384  0.085
H4 4.9795 0.0514 -0.6072  0.146
H5 5.8593 -1.0458 1.6252  0.135
H6 4.0902 -0.9531 3.5478  0.099
H7 -0.0622 2.8367 -1.1151  0.114
H8 0.1917 5.4028 -0.5670  0.117
H9 2.5398 5.9184 0.4792  0.085
C16 -3.4015 -3.4334 0.2160  -0.165
C17 -3.6363 -2.2031 1.0863  -0.390
Sb1 -2.3178 -0.6103 0.5673  1.453
C18 -2.9692 1.1792 1.5385  -0.388
C19 -4.4897 1.2279 1.6630  -0.158
C20 -2.4891 -0.3309 -1.5427  -0.392
C21 -3.8930 0.1102 -1.9477  -0.154
H10 -4.0935 -4.2200 0.5160  0.091
H11 -2.3908 -3.8310 0.3234  0.065
H12 -3.5809 -3.2268 -0.8392  0.071
H13 -3.4962 -2.4040 2.1475  0.065
H14 -4.6368 -1.7903 0.9528  0.064
H15 -2.5708 1.9972 0.9378  0.060
H16 -2.4840 1.2025 2.5135  0.055
H17 -4.9897 1.1780 0.6962  0.066
H18 -4.7702 2.1721 2.1307  0.091
H19 -4.8748 0.4254 2.2913  0.076
H20 -2.2125 -1.2832 -1.9958  0.060
H21 -1.7285 0.4018 -1.8128  0.049
H22 -4.6581 -0.5973 -1.6258  0.076
H23 -3.9448 0.1734 -3.0348  0.090
H24 -4.1423 1.0932 -1.5490  0.070

=====

Record 4
A cluster of 2 separate species, C2H7N3O in total in a non-equilibrium geometry, computed with wB97M-V/def2-TZVPD.

**ΔE to the lowest compared entry with this formula, charge and spin**: 145.0 kcal per mole
**HOMO level (alpha / beta)**: -8.1 / -8.1 eV
**Maximum force**: 3.0 eV/Å
**Calculated total energy**: -8699.9879 eV

Each line ends with the Löwdin charge.
Positions of all 13 atoms, in Å:
C1 -1.3047 -0.0489 1.3030  -0.117
N1 0.4154 -0.0364 -0.3096  -0.296
N2 -0.6015 0.6791 0.2426  -0.079
N3 1.4307 -0.4838 0.5075  0.115
C2 0.3843 0.2350 -1.7179  -0.415
O1 1.3724 0.5447 -2.3834  -0.008
H1 -0.8131 0.9145 -1.1122  0.226
H2 1.9474 0.2982 0.9082  0.102
H3 2.0606 -1.0514 -0.0489  0.104
H4 -0.4132 -0.4211 -2.1421  0.148
H5 -0.8938 0.2445 2.2734  0.073
H6 -2.3494 0.2630 1.2683  0.073
H7 -1.2352 -1.1374 1.2111  0.074

=====

Record 5
An isolated molecule of C17H25N5O in a non-equilibrium geometry, computed with wB97M-V/def2-TZVPD.

**ΔE to the lowest compared entry with this formula, charge and spin**: 0.0 kcal per mole
**HOMO level**: -9.1 eV
**SMILES**: Cc1cc(C)n2nc(CC(=O)N[C@@H]3CCC[C@@H](C)[C@H]3C)nc2n1
**Maximum force**: 1.4 eV/Å
**Calculated total energy**: -27534.5544 eV

Each line ends with the Löwdin charge.
Positions of all 48 atoms, in Å:
C1 -5.9559 -1.2373 0.9819  -0.031
C2 -4.6273 -0.8350 0.4342  -0.317
C3 -3.8624 -1.7506 -0.3234  0.030
C4 -2.6438 -1.3755 -0.8282  -0.222
C5 -1.7210 -2.2295 -1.6235  -0.004
N1 -2.2595 -0.1151 -0.5577  0.000
N2 -1.1402 0.5134 -0.9141  0.136
C6 -1.2632 1.7182 -0.3565  -0.339
C7 -0.2168 2.7610 -0.4585  -0.018
C8 1.1321 2.2561 0.0764  -0.489
O1 1.7460 2.8330 0.9457  0.067
N3 1.5621 1.1475 -0.5517  0.097
C9 2.7400 0.4111 -0.1437  -0.285
C10 3.7419 0.3505 -1.2990  -0.139
C11 4.9852 -0.4313 -0.8918  -0.191
C12 4.6027 -1.8350 -0.4349  -0.175
C13 3.6019 -1.8111 0.7262  -0.343
C14 4.2514 -1.3140 2.0168  -0.055
C15 2.3569 -1.0044 0.3140  -0.297
C16 1.3063 -0.9544 1.4223  -0.047
N4 -2.3998 1.8998 0.3281  0.195
C17 -3.0450 0.7553 0.2130  -0.322
N5 -4.2172 0.3844 0.6931  0.190
H1 -5.8452 -2.0936 1.6450  0.085
H2 -6.3851 -0.4063 1.5324  0.080
H3 -6.6259 -1.5219 0.1724  0.084
H4 -4.2351 -2.7460 -0.5013  0.119
H5 -2.1642 -3.2013 -1.8176  0.084
H6 -1.4848 -1.7372 -2.5660  0.091
H7 -0.7852 -2.3584 -1.0797  0.082
H8 -0.5287 3.6297 0.1191  0.126
H9 -0.0754 3.0461 -1.5035  0.130
H10 0.9189 0.6860 -1.1813  0.116
H11 3.1678 0.9760 0.6898  0.147
H12 4.0118 1.3657 -1.5944  0.119
H13 3.2672 -0.1358 -2.1558  0.119
H14 5.6729 -0.4963 -1.7376  0.110
H15 5.4998 0.0946 -0.0873  0.111
H16 5.4975 -2.3827 -0.1328  0.111
H17 4.1562 -2.3709 -1.2770  0.115
H18 3.2771 -2.8445 0.9046  0.138
H19 4.5067 -0.2608 1.9607  0.076
H20 5.1630 -1.8767 2.2079  0.081
H21 3.5847 -1.4587 2.8622  0.074
H22 1.9156 -1.5167 -0.5524  0.140
H23 1.6300 -0.3063 2.2318  0.087
H24 1.1236 -1.9507 1.8208  0.083
H25 0.3676 -0.5607 1.0391  0.055

=====

Record 6
An isolated molecule of C4H8ClN in a non-equilibrium geometry, computed with wB97M-V/def2-TZVPD.

**ΔE to the lowest compared entry with this formula, charge and spin**: 58.0 kcal per mole
**HOMO level**: -9.7 eV
**SMILES**: C[C@@]1(CCl)CN1
**Maximum force**: 4.9 eV/Å
**Calculated total energy**: -18287.2560 eV

Each line ends with the Löwdin charge.
Positions of all 14 atoms, in Å:
C1 -2.0885 -0.9818 0.0009  -0.028
C2 -0.8002 -0.0335 -0.1988  -0.587
C3 0.4307 -0.9534 -0.1087  -0.632
Cl1 1.8737 -0.0669 0.0260  0.642
C4 -0.6923 1.3633 -0.5597  -0.169
N1 -0.5379 0.9315 0.7872  -0.034
H1 -1.8528 -1.8633 -0.7589  0.104
H2 -2.3223 -1.3503 1.0024  0.060
H3 -3.0615 -0.3570 -0.2971  0.106
H4 0.5752 -1.7307 -0.9885  0.110
H5 0.4358 -1.5318 0.8992  0.103
H6 0.1823 1.8961 -1.0258  0.113
H7 -1.6853 1.8487 -0.5687  0.115
H8 -1.4569 1.3371 0.9830  0.099

=====

Record 7
A structure of composition C6H13N2OS in a non-equilibrium geometry, computed with wB97M-V/def2-TZVPD.

**ΔE to the lowest compared entry with this formula, charge and spin**: 57.6 kcal per mole
**Total charge**: +1
**HOMO level**: -12.6 eV
**Maximum force**: 6.1 eV/Å
**Calculated total energy**: -22286.9540 eV

Each line ends with the Löwdin charge.
Positions of all 23 atoms, in Å:
C1 0.8443 -0.5409 -0.7616  -0.251
C2 0.6325 0.9161 1.1024  -0.253
C3 -0.9160 0.7741 -0.1021  -0.271
C4 1.5943 -1.4265 -1.6516  0.023
C5 -1.3780 -0.9979 -1.6392  0.036
C6 0.2119 0.5500 2.4964  -0.538
N1 -0.4244 -0.3359 -0.7983  -0.087
N2 1.3342 -0.0421 0.3829  0.102
O1 -0.9504 1.8052 -0.9630  0.039
S1 -1.1053 1.6597 2.9813  0.775
H1 1.0622 1.8512 1.0527  0.114
H2 -1.8511 0.4829 0.5799  0.172
H3 2.6718 -1.5521 -1.5534  0.092
H4 1.6342 -1.1086 -2.7622  0.144
H5 1.3259 -2.5180 -1.7067  0.123
H6 -2.1479 -1.0783 -0.9882  0.064
H7 -1.6348 -0.2485 -2.4476  0.135
H8 -0.9272 -1.8776 -2.2032  0.131
H9 1.0225 0.6911 3.2715  0.091
H10 -0.0379 -0.5843 2.5048  0.130
H11 2.3044 0.0620 0.6495  0.180
H12 -1.1657 2.7094 -0.5049  0.193
H13 -2.0996 0.8092 3.0606  -0.143

=====

Record 8
A structure of composition C3H6S2 in a non-equilibrium geometry, computed with wB97M-V/def2-TZVPD.

**ΔE to the lowest compared entry with this formula, charge and spin**: 59.5 kcal per mole
**HOMO level**: -8.8 eV
**Maximum force**: 3.8 eV/Å
**Calculated total energy**: -24876.1298 eV

Each line ends with the Löwdin charge.
Positions of all 11 atoms, in Å:
C1 0.3099 -0.0338 0.3924  -0.844
C2 -0.5187 1.2894 0.0535  -0.479
C3 -0.6829 -1.1211 0.0456  -0.531
H1 2.0873 -0.6381 -1.5988  -0.022
H2 0.6149 -0.1177 1.4382  0.058
H3 -0.3466 2.1924 0.7400  0.102
H4 -0.0904 1.7481 -0.8980  0.063
H5 -0.6312 -1.8693 -0.8259  0.094
H6 -0.9073 -1.6711 1.1466  0.135
S1 2.0623 0.0897 -0.1900  0.617
S2 -1.8973 0.1315 -0.3036  0.807

=====

Number 5 is which compound?
C17H25N5O

=====

Look up the calculated total energy of the seventh one.
-22286.9540 eV

=====

What is the formula in the first record?
C38H32Cl2F5HgN8O5S4

=====

Which of these has the highest maximum force?
C6H13N2OS